[1]
The following is a DFT calculation (ωB97M-V/def2-TZVPD) of a molecular structure, C44H50B2BiN13O5S2 in a non-equilibrium geometry.

Geometry as XYZ:
```
117
Properties=species:S:1:pos:R:3:mulliken_spin:R:1
Bi 10.669 -18.768 -8.245 0.006
C 14.240 -19.143 -6.053 0.000
C 13.590 -19.600 -7.201 0.000
N 13.341 -18.879 -8.305 0.000
N 13.937 -17.501 -8.188 0.000
C 14.482 -17.719 -5.790 0.000
B 13.553 -16.393 -9.365 0.000
N 12.132 -15.744 -8.985 0.000
C 11.803 -14.618 -8.318 0.000
C 10.426 -14.618 -7.983 0.000
C 10.002 -15.823 -8.543 0.000
N 11.003 -16.490 -9.184 0.000
N 13.429 -17.167 -10.744 0.000
C 13.262 -16.523 -11.935 0.000
C 12.641 -17.382 -12.828 0.000
C 12.476 -18.578 -12.074 0.000
N 12.991 -18.461 -10.864 0.000
N 14.602 -15.328 -9.472 0.000
C 15.549 -15.070 -10.424 0.000
C 16.480 -14.158 -9.896 0.000
C 16.057 -13.994 -8.584 0.000
N 14.908 -14.681 -8.327 0.000
H 14.525 -19.850 -5.274 0.000
H 13.161 -20.629 -7.150 0.000
H 15.531 -17.382 -5.986 0.000
H 12.532 -13.899 -8.035 0.000
H 9.833 -13.881 -7.435 0.000
H 9.021 -16.293 -8.604 0.000
H 13.600 -15.505 -12.058 0.000
H 12.281 -17.179 -13.842 0.000
H 12.029 -19.506 -12.418 0.000
H 15.533 -15.593 -11.370 0.000
H 17.355 -13.659 -10.323 0.000
H 16.546 -13.414 -7.818 0.000
C 15.447 -17.699 -8.309 0.000
C 13.501 -17.167 -6.778 0.000
N 12.247 -16.951 -6.569 0.000
C 11.743 -16.906 -5.255 0.000
C 12.571 -16.918 -4.123 0.000
S 14.259 -17.152 -4.088 0.000
C 10.280 -16.918 -4.996 0.000
C 9.738 -16.461 -3.797 0.000
S 8.010 -16.414 -3.886 0.000
C 8.133 -17.147 -5.445 0.000
N 9.376 -17.422 -5.925 -0.001
C 6.900 -17.468 -6.184 -0.001
H 15.720 -18.038 -9.302 0.000
H 15.662 -18.525 -7.636 0.000
H 15.977 -16.774 -8.033 0.000
H 12.035 -16.848 -3.178 0.000
H 10.279 -16.117 -2.945 0.000
H 6.424 -16.545 -6.491 0.000
H 6.194 -18.046 -5.544 0.000
H 7.170 -18.009 -7.091 0.000
C 4.770 -12.770 -12.285 0.011
O 5.215 -13.975 -11.552 0.040
C 4.669 -15.181 -11.868 0.232
C 4.538 -16.137 -10.816 -0.081
C 4.377 -17.469 -11.093 0.173
C 4.415 -17.865 -12.461 -0.033
C 4.285 -16.882 -13.484 0.154
C 4.373 -15.556 -13.186 -0.088
N 4.824 -19.098 -12.864 0.508
N 4.981 -20.055 -12.005 0.178
C 6.144 -20.285 -11.357 -0.046
C 6.060 -21.284 -10.306 0.018
C 7.025 -21.277 -9.339 -0.018
C 8.003 -20.248 -9.253 -0.025
O 8.656 -20.062 -8.157 -0.036
C 8.178 -19.446 -10.415 -0.009
N 9.078 -18.425 -10.359 0.000
C 9.264 -17.681 -11.448 0.002
C 8.736 -18.018 -12.712 0.004
C 7.806 -19.033 -12.742 -0.035
C 7.369 -19.628 -11.564 0.048
H 5.205 -11.914 -11.754 -0.001
H 3.681 -12.663 -12.291 -0.003
H 5.088 -12.740 -13.343 0.002
H 4.683 -15.791 -9.799 -0.005
H 4.402 -18.246 -10.349 0.008
H 4.136 -17.259 -14.517 0.001
H 4.430 -14.815 -13.989 -0.004
H 5.191 -21.949 -10.335 0.005
H 7.000 -21.975 -8.499 -0.001
H 9.935 -16.825 -11.350 0.001
H 9.071 -17.443 -13.567 0.001
H 7.356 -19.380 -13.672 -0.002
C 10.248 -23.366 -9.417 -0.002
C 11.628 -22.843 -9.818 0.000
O 11.639 -21.398 -9.701 -0.001
H 10.266 -24.442 -9.319 0.000
H 9.562 -23.092 -10.214 0.000
H 9.907 -22.889 -8.500 0.001
H 11.866 -23.122 -10.875 0.000
H 12.399 -23.289 -9.196 0.000
H 12.550 -21.109 -9.854 0.000
C 10.370 -20.968 -2.576 0.000
C 11.122 -21.307 -3.840 0.000
C 12.537 -21.737 -3.460 0.000
O 11.300 -20.071 -4.698 -0.001
B 11.039 -20.421 -5.987 0.000
O 10.719 -21.722 -6.147 0.000
C 10.416 -22.272 -4.791 0.000
C 8.861 -22.296 -4.663 0.000
C 10.955 -23.708 -4.740 0.000
H 10.943 -20.272 -1.940 0.000
H 10.146 -21.884 -1.973 0.000
H 9.390 -20.479 -2.819 0.000
H 12.946 -20.927 -2.854 0.000
H 13.160 -21.833 -4.349 0.000
H 12.598 -22.643 -2.859 0.000
H 8.474 -21.263 -4.690 0.000
H 8.599 -22.804 -3.752 0.000
H 8.437 -22.854 -5.479 0.000
H 11.952 -23.797 -5.205 0.000
H 10.275 -24.363 -5.276 0.000
H 10.996 -24.122 -3.708 0.000
```

Summary:
Spin multiplicity = 2
E_HOMO (spin up / spin down) = -8.834 / -8.836 eV
Energy = -3855.04722 Ha
Net charge = +1
Expectation value of S² = 0.82

[2]
The following is a DFT calculation (ωB97M-V/def2-TZVPD) of a molecular structure, C44H50BCsF5N11OS7Se.

Geometry as XYZ:
```
121
Properties=species:S:1:pos:R:3:mulliken_charge:R:1
Cs -0.493 2.400 1.930 0.577
C -3.988 0.478 -2.820 -1.930
C -3.086 -0.528 -2.191 0.206
C -3.568 -1.602 -1.532 -0.693
C -2.674 -2.507 -0.895 0.131
N -1.404 -2.299 -0.893 -0.636
N -0.898 -1.196 -1.493 1.123
B 0.577 -1.028 -1.153 -0.516
N 1.136 -2.083 -0.212 0.977
N 2.074 -2.870 -0.767 -1.057
C 2.744 -3.674 -0.005 -0.020
C 2.517 -3.729 1.399 -0.347
C 1.570 -2.946 1.974 -0.316
C 1.325 -2.923 3.441 -1.206
C 0.809 -2.069 1.112 -0.658
S -0.384 -1.066 1.714 1.459
C 3.806 -4.537 -0.670 2.593
C 3.832 -4.304 -2.180 -2.151
C 5.176 -4.172 -0.082 -1.764
C 3.505 -6.015 -0.392 -1.834
N 1.477 -0.770 -2.409 0.647
N 1.624 -1.381 -3.566 -1.027
C 2.324 -0.734 -4.465 0.161
C 2.866 0.556 -4.218 -0.111
C 2.692 1.183 -3.018 -0.171
C 3.104 2.572 -2.668 -1.515
C 1.950 0.428 -2.093 0.395
S 1.331 0.750 -0.533 -0.239
C 2.517 -1.404 -5.818 2.122
C 1.931 -0.505 -6.913 -1.729
C 1.818 -2.761 -5.856 -1.718
C 4.019 -1.609 -6.061 -1.520
C -1.652 -0.316 -2.225 0.804
S -1.005 0.941 -3.113 -0.366
C -3.191 -3.696 -0.104 2.742
C -4.018 -3.145 1.067 -1.791
C -4.070 -4.583 -0.995 -1.956
C -2.034 -4.523 0.453 -1.785
H -5.027 0.158 -2.739 0.403
H -3.864 1.435 -2.310 0.294
H -3.726 0.642 -3.866 0.382
H -4.637 -1.756 -1.456 0.258
H 3.117 -4.384 2.018 0.427
H 1.982 -3.617 3.962 0.476
H 1.495 -1.910 3.830 -0.110
H 0.280 -3.168 3.651 0.159
H 4.048 -3.261 -2.411 0.305
H 4.603 -4.935 -2.631 0.502
H 2.868 -4.543 -2.632 0.356
H 5.412 -3.125 -0.282 0.352
H 5.207 -4.319 0.998 0.348
H 5.954 -4.794 -0.531 0.464
H 2.521 -6.286 -0.781 0.360
H 4.253 -6.648 -0.876 0.477
H 3.518 -6.233 0.677 0.338
H 3.393 1.063 -5.017 0.414
H 3.648 3.046 -3.483 0.389
H 2.215 3.165 -2.428 0.226
H 3.726 2.575 -1.770 0.351
H 0.873 -0.313 -6.728 0.362
H 2.445 0.456 -6.971 0.324
H 2.028 -0.994 -7.885 0.463
H 0.748 -2.659 -5.680 0.362
H 1.973 -3.218 -6.836 0.469
H 2.215 -3.428 -5.090 0.153
H 4.564 -0.663 -6.052 0.310
H 4.448 -2.256 -5.293 0.265
H 4.179 -2.079 -7.034 0.454
H -4.871 -2.555 0.722 0.329
H -4.399 -3.974 1.670 0.547
H -3.412 -2.501 1.708 0.247
H -4.923 -4.035 -1.399 0.293
H -3.495 -4.986 -1.832 0.406
H -4.461 -5.420 -0.412 0.467
H -1.407 -3.913 1.104 0.020
H -2.435 -5.360 1.030 0.517
H -1.406 -4.918 -0.348 0.389
S 1.702 0.732 3.967 -0.236
C 1.321 1.323 5.526 0.359
S 0.384 2.750 5.730 -0.395
C 1.740 0.593 6.663 0.265
C 2.393 -0.660 6.546 0.036
N 2.935 -1.683 6.492 -0.708
C 1.463 0.998 7.995 -0.054
N 1.274 1.269 9.104 -0.717
F -4.691 7.669 -0.938 -0.359
C -3.488 7.069 -0.844 0.573
C -3.364 5.815 -0.275 -0.233
F -4.456 5.189 0.193 -0.349
C -2.122 5.218 -0.195 -0.261
F -2.079 3.987 0.345 0.076
C -0.935 5.807 -0.653 -0.016
S 0.612 5.073 -0.457 -0.312
C -1.119 7.073 -1.230 0.497
F -0.063 7.754 -1.702 -0.394
C -2.351 7.690 -1.325 0.292
F -2.459 8.909 -1.886 -0.342
O -3.298 0.684 0.587 -0.379
H -3.596 1.272 1.305 0.425
H -2.820 -0.005 1.070 0.062
C -0.799 7.296 2.375 -0.866
S -0.797 5.885 3.502 0.139
C 0.981 5.585 3.535 -0.514
H -0.200 7.057 1.497 0.061
H -0.397 8.186 2.863 0.447
H -1.825 7.495 2.064 0.244
H 1.504 6.444 3.957 0.335
H 1.330 5.404 2.516 0.126
H 1.147 4.707 4.162 0.070
Se -2.227 -1.229 4.863 0.268
N -2.157 0.119 6.000 -0.744
C -2.627 1.168 5.360 0.917
C -2.678 2.493 5.886 -0.740
C -3.207 3.452 5.082 -0.223
C -3.652 3.123 3.771 -0.619
N -3.625 1.935 3.230 -0.183
C -3.106 0.937 4.011 -0.062
N -2.989 -0.297 3.558 -0.262
H -2.275 2.678 6.871 0.564
H -3.242 4.488 5.388 0.388
H -4.047 3.921 3.148 0.395
```

Summary:
E_HOMO = -1.696 eV
Energy = -8117.47067 Ha
Net charge = -2

[3]
The following is a DFT calculation (ωB97M-V/def2-TZVPD) of a molecular structure, C44H51AsF3N5O6RbS4 in a non-equilibrium geometry.

Geometry as XYZ:
```
115
Properties=species:S:1:pos:R:3:mulliken_charge:R:1
Rb -10.401 -20.620 12.479 0.260
S -12.594 -18.889 14.750 0.149
C -13.267 -17.586 13.993 0.199
N -12.945 -16.319 14.215 0.062
C -13.341 -15.289 13.299 -0.823
C -14.820 -15.505 13.046 -0.895
N -15.043 -16.790 12.462 0.349
C -16.081 -16.894 11.458 -1.476
C -15.778 -16.085 10.138 0.841
C -16.827 -15.572 9.390 -0.729
C -16.558 -14.803 8.283 -0.413
C -15.229 -14.544 7.908 -0.836
C -14.220 -15.064 8.678 -0.939
C -14.481 -15.835 9.843 0.591
C -14.221 -17.835 12.798 -0.742
S -14.178 -19.305 12.120 0.429
C -12.145 -15.852 15.367 -0.614
C -12.759 -16.276 16.663 0.820
C -11.941 -16.530 17.734 -0.636
C -12.503 -16.983 18.929 -0.501
C -13.888 -17.145 19.066 -0.546
C -14.682 -16.755 18.020 -0.846
C -14.117 -16.367 16.839 0.360
H -12.760 -15.333 12.361 0.247
H -13.151 -14.316 13.685 0.636
H -15.216 -14.795 12.360 0.576
H -15.419 -15.468 13.988 0.324
H -17.015 -16.600 11.973 0.410
H -16.279 -18.008 11.257 0.352
H -17.812 -15.585 9.815 0.402
H -17.406 -14.224 7.777 0.257
H -15.047 -13.986 7.007 0.447
H -13.146 -14.997 8.352 0.451
H -13.644 -16.299 10.460 0.378
H -12.007 -14.766 15.232 0.417
H -11.124 -16.284 15.330 -0.138
H -10.855 -16.422 17.680 0.380
H -11.791 -17.343 19.653 0.357
H -14.305 -17.507 20.011 0.377
H -15.737 -16.792 18.138 0.422
H -14.692 -16.168 15.916 0.054
F -16.082 -23.979 10.094 -0.358
C -14.764 -24.037 10.440 0.540
F -14.100 -23.501 9.425 -0.121
F -14.468 -25.319 10.545 -0.272
C -14.563 -23.347 11.738 -0.017
C -15.684 -22.858 12.412 -0.116
C -15.530 -22.205 13.626 -0.959
C -14.214 -22.067 14.120 -0.417
N -13.141 -22.433 13.462 -0.107
C -13.284 -23.137 12.283 0.209
S -11.853 -23.672 11.518 -0.371
H -16.683 -23.144 11.982 0.330
H -16.350 -21.773 14.137 0.481
H -14.010 -21.536 15.064 0.382
C -10.499 -24.094 15.195 0.294
C -9.555 -24.990 14.296 -0.759
C -8.609 -23.931 13.595 -0.451
O -8.950 -22.704 14.149 0.096
C -9.598 -22.924 15.409 -0.477
H -10.879 -24.607 16.061 0.450
H -11.287 -23.787 14.564 -0.486
H -10.090 -25.594 13.534 0.291
H -8.904 -25.605 14.905 0.318
H -8.715 -23.872 12.488 0.226
H -7.543 -24.200 13.763 0.226
H -10.072 -21.967 15.683 0.254
H -8.828 -23.179 16.115 0.229
O -9.073 -16.258 13.977 -0.603
H -9.566 -16.280 13.150 0.271
H -9.274 -17.185 14.300 0.346
C -14.411 -18.970 7.099 -1.430
C -13.332 -19.395 8.015 0.981
C -13.022 -20.694 8.323 -0.780
C -11.975 -20.982 9.222 -0.519
N -11.212 -20.064 9.745 -0.273
C -11.475 -18.744 9.418 -0.560
C -12.518 -18.411 8.599 -0.555
H -15.045 -19.850 6.836 0.383
H -14.034 -18.546 6.221 0.373
H -15.141 -18.326 7.596 0.175
H -13.595 -21.414 7.765 0.438
H -11.772 -21.974 9.591 0.409
H -10.767 -18.128 9.868 0.501
H -12.721 -17.418 8.245 0.689
O -7.387 -19.858 12.609 -0.789
C -7.785 -19.578 13.793 0.400
O -8.785 -18.970 14.164 -0.772
C -6.840 -20.141 14.909 0.277
C -5.928 -21.072 14.499 -0.352
C -5.041 -21.625 15.413 -0.597
C -5.145 -21.162 16.709 -0.076
C -6.038 -20.174 17.105 -0.178
C -6.885 -19.639 16.218 -0.358
N -4.205 -21.643 17.656 0.940
O -3.285 -22.342 17.195 -0.604
O -4.272 -21.248 18.838 -0.620
H -5.957 -21.282 13.460 0.635
H -4.341 -22.369 15.076 0.467
H -6.197 -20.048 18.159 0.417
H -7.619 -18.940 16.606 0.415
C -5.788 -16.531 8.786 -1.114
As -7.275 -16.606 10.071 0.672
C -6.504 -16.318 11.843 -0.916
C -7.836 -18.425 10.143 -0.456
S -8.853 -15.467 9.421 -0.526
H -5.379 -17.528 8.513 0.341
H -4.993 -15.792 9.007 0.349
H -6.182 -16.215 7.849 0.344
H -5.722 -15.528 11.757 0.383
H -6.031 -17.244 12.158 0.267
H -7.185 -16.059 12.647 0.250
H -7.311 -19.174 10.729 0.344
H -7.796 -18.725 9.102 0.524
H -8.913 -18.373 10.486 -0.340
```

Summary:
E_HOMO = -4.403 eV
Energy = -6584.70356 Ha
Net charge = -1

[4]
The following is a DFT calculation (ωB97M-V/def2-TZVPD) of 7 unconnected molecules or ions with the total composition C44H51F3INO2 in a non-equilibrium geometry.

Geometry as XYZ:
```
102
Properties=species:S:1:pos:R:3:mulliken_charge:R:1
C 3.854 1.371 3.121 -0.356
O 2.932 2.363 3.590 -0.431
C 2.530 3.252 2.530 -0.715
C 1.059 2.908 1.951 0.373
O 0.386 4.157 1.851 -0.279
C -1.023 4.009 1.616 -0.260
I -1.725 6.036 1.083 -0.016
C -1.802 3.380 2.856 -0.501
C -3.392 3.536 2.835 0.002
C -4.200 2.147 3.039 -0.758
N -4.801 1.802 1.692 -0.474
C 1.150 2.119 0.545 0.645
F 2.349 1.416 0.382 -0.190
F 1.011 2.956 -0.544 -0.281
F 0.130 1.154 0.463 -0.262
H 4.524 1.727 2.272 0.212
H 4.535 0.972 3.942 0.277
H 3.235 0.478 2.765 0.090
H 2.436 4.278 3.018 0.273
H 3.285 3.331 1.690 0.343
H 0.614 2.175 2.685 0.190
H -1.260 3.384 0.690 0.277
H -1.593 2.256 2.826 0.148
H -1.364 3.762 3.826 0.339
H -3.816 4.009 1.905 0.297
H -3.663 4.198 3.722 0.050
H -3.553 1.305 3.414 0.363
H -5.080 2.367 3.732 0.281
H -5.775 2.126 1.663 0.208
H -4.771 0.791 1.546 0.197
C 3.706 -2.572 1.738 -0.291
C 3.915 -3.915 2.033 -0.451
C 2.967 -4.864 1.668 -0.523
C 1.806 -4.469 1.013 -0.402
C 1.591 -3.125 0.726 -0.645
C 2.541 -2.175 1.086 -0.104
H 4.449 -1.832 2.016 0.332
H 4.819 -4.222 2.546 0.372
H 3.132 -5.911 1.895 0.387
H 1.067 -5.209 0.726 0.460
H 0.683 -2.817 0.221 0.403
H 2.376 -1.127 0.860 0.446
C -3.255 1.733 -1.934 -0.467
C -3.231 1.298 -3.255 -0.516
C -4.164 1.782 -4.164 -0.378
C -5.125 2.698 -3.751 -0.369
C -5.154 3.127 -2.428 -0.536
C -4.218 2.646 -1.518 0.031
H -2.522 1.359 -1.227 0.462
H -2.483 0.581 -3.576 0.365
H -4.143 1.445 -5.194 0.354
H -5.852 3.078 -4.461 0.354
H -5.908 3.837 -2.106 0.356
H -4.237 2.980 -0.487 0.320
C 0.729 -9.586 -2.009 -0.362
C 1.674 -8.813 -1.343 -0.468
C 1.802 -7.461 -1.639 -0.268
C 0.987 -6.881 -2.606 -0.561
C 0.049 -7.655 -3.279 -0.274
C -0.082 -9.007 -2.980 -0.420
H 0.625 -10.639 -1.773 0.364
H 2.311 -9.266 -0.591 0.356
H 2.536 -6.858 -1.117 0.449
H 1.085 -5.826 -2.836 0.384
H -0.583 -7.205 -4.037 0.416
H -0.816 -9.610 -3.503 0.367
C -0.398 -4.680 -7.689 -0.476
C -0.308 -5.857 -6.953 -0.278
C -1.167 -6.916 -7.224 -0.322
C -2.120 -6.797 -8.231 -0.433
C -2.216 -5.617 -8.961 -0.356
C -1.355 -4.560 -8.691 -0.333
H 0.276 -3.857 -7.481 0.364
H 0.433 -5.948 -6.166 0.392
H -1.094 -7.834 -6.652 0.398
H -2.788 -7.623 -8.445 0.355
H -2.963 -5.523 -9.741 0.348
H -1.428 -3.641 -9.262 0.354
C 8.577 0.269 0.965 -0.477
C 9.012 1.509 0.510 -0.342
C 8.187 2.283 -0.298 -0.385
C 6.927 1.815 -0.656 -0.419
C 6.495 0.571 -0.208 -0.422
C 7.319 -0.201 0.603 -0.302
H 9.218 -0.331 1.601 0.372
H 9.995 1.873 0.787 0.357
H 8.525 3.251 -0.650 0.363
H 6.282 2.419 -1.284 0.392
H 5.515 0.203 -0.492 0.445
H 6.981 -1.170 0.954 0.414
C -3.660 7.698 5.184 -0.459
C -3.665 8.340 6.417 -0.349
C -4.768 8.228 7.256 -0.390
C -5.870 7.477 6.860 -0.338
C -5.869 6.843 5.623 -0.448
C -4.765 6.952 4.785 -0.251
H -2.797 7.780 4.532 0.345
H -2.807 8.927 6.726 0.357
H -4.769 8.726 8.220 0.353
H -6.729 7.388 7.515 0.355
H -6.731 6.262 5.311 0.352
H -4.763 6.455 3.821 0.475
```

Summary:
E_HOMO = -9.113 eV
Energy = -2509.65278 Ha
Net charge = 0

Number 4 is which compound? C44H51F3INO2

Which of these has the lowest energy? C44H50BCsF5N11OS7Se